C3H5N | the ωB97M-V functional and the def2-TZVPD basis

```
9
Properties=species:S:1:pos:R:3:lowdin_charge:R:1
C 1.245 1.462 0.162 -0.199
C -1.825 -0.502 0.550 -0.087
C -0.686 -0.423 -0.102 -0.138
N 0.774 0.466 -0.226 0.016
H 1.378 1.940 1.208 0.092
H 1.904 1.988 -0.461 0.041
H -2.364 -1.729 0.255 0.155
H -2.432 0.122 1.198 0.029
H -0.940 -1.271 -0.880 0.092
```

Calculated values
2S+1: 1
Kohn-Sham gap: 0.3372 Eh
F_max: 12.59 eV/A